1.
Here is a molecular structure, C52H54BrN8O2Tl from the OMol25 dataset. Energies are from wB97M-V/def2-TZVPD.

Computed properties:
* ΔE to the lowest compared entry with this formula, charge and spin: 4.1 kJ/mol
* DFT total energy: -145553.2019 eV
* highest occupied orbital energy: -7.91 eV
* molecular weight: 1107.35 g mol⁻¹
* orbital gap: 7.40 eV

CARTESIAN COORDINATES (ANGSTROEM)
Tl (-0.1066, -0.5099, -0.3688)
Br (2.3038, -1.5406, -2.2916)
O (-2.0205, -1.6654, 3.4855)
O (-1.3474, 3.6931, -0.9220)
N (-1.6012, 0.6816, 0.8988)
N (2.5377, 3.3972, 6.1818)
N (-0.5139, 1.5879, -1.3985)
N (-0.9803, -1.9384, 1.4404)
N (3.1600, 0.7808, 2.7146)
N (1.6703, 0.5130, 1.1275)
N (2.7872, 2.1876, 5.8552)
N (3.4015, 2.1803, 4.6416)
C (0.1900, -5.4506, 2.1343)
C (3.6244, 2.0604, -2.3253)
C (1.5744, -3.4301, 2.3114)
C (2.9416, 0.3343, 0.6009)
C (-0.9474, -3.3679, 1.6290)
C (-1.8453, 1.9456, 0.5703)
C (3.5401, 3.4499, 4.1639)
C (-3.3415, 2.1258, 2.4143)
C (1.8299, 0.7833, 2.4148)
C (-0.9711, -6.1758, 1.9654)
C (4.0120, 5.3637, 2.8781)
C (2.2816, -2.9118, 1.0663)
C (2.1734, 2.3038, -1.9097)
C (1.1746, 2.1710, -3.0436)
C (2.9786, 4.2338, 5.1682)
C (-0.7175, 2.2142, -5.0724)
C (-2.2958, -1.8142, -1.8674)
C (0.6127, 2.4481, -5.3714)
C (1.4697, -2.3830, 3.4238)
C (-2.5955, -2.7223, -4.0679)
C (4.0615, 3.9912, 2.9855)
C (-4.3990, -3.5881, 2.5215)
C (-1.2097, -2.5843, -4.3173)
C (3.7559, 0.9332, 4.0291)
C (0.8144, 1.1717, 3.4262)
C (-0.3564, -2.0789, -3.2895)
C (-2.1545, -4.1143, 1.5017)
C (-3.2362, 0.7547, -4.5468)
C (0.2285, -4.0656, 1.9891)
C (-3.0380, 0.8161, 2.7626)
C (-2.1292, 0.1232, 1.9817)
C (2.0319, 3.6879, -1.2635)
C (3.4679, 6.1708, 3.8974)
C (1.5520, 2.4341, -4.3549)
C (1.0280, -2.0406, -3.6047)
C (-1.1857, 2.4949, -0.6814)
C (-2.7189, 2.7127, 1.3200)
C (-2.6304, 1.7437, -3.5504)
C (1.5313, -2.4087, -4.8153)
C (3.8686, 0.4832, 1.5687)
C (-0.9507, -1.6855, -2.0623)
C (-2.1330, -5.4953, 1.6680)
C (-1.6829, -1.2748, 2.3659)
C (-0.1737, 1.8979, -2.7462)
C (-3.3727, 3.0875, -3.6557)
C (-3.5329, -3.5102, 1.2519)
C (-3.1296, -2.3543, -2.8734)
C (0.6603, -2.8567, -5.8266)
C (-0.6742, -2.9515, -5.5754)
C (-4.2574, -4.2190, 0.1032)
C (-1.1410, 1.9335, -3.7752)
C (2.9410, 5.6242, 5.0460)
H (1.0114, 3.8488, -0.9088)
H (2.5084, 6.2383, 5.8272)
H (2.4727, -3.7240, 0.3640)
H (-4.0497, 2.6945, 3.0049)
H (1.6627, -2.1803, 0.5617)
H (-3.5935, -4.3662, -0.7479)
H (-3.4552, 0.3205, 3.6285)
H (1.0156, -2.8179, 4.3168)
H (-5.3719, -3.1123, 2.3574)
H (4.9468, 0.4190, 1.5543)
H (2.5900, 2.6507, -4.5841)
H (-2.7464, -1.5078, -0.9290)
H (0.9096, 0.5862, 4.3425)
H (-4.2687, 0.5303, -4.2651)
H (-3.4156, -2.4636, 0.9873)
H (-3.2241, -3.1212, -4.8579)
H (1.1048, -5.9697, 2.4013)
H (3.7236, 1.1724, -2.9508)
H (-2.7834, 1.3410, -2.5489)
H (4.0247, 2.9158, -2.8774)
H (-2.6749, -0.1769, -4.5722)
H (-0.1788, 1.0354, 3.0351)
H (2.2574, 4.4671, -1.9968)
H (-1.3544, -3.3145, -6.3393)
H (0.8459, -1.5442, 3.1133)
H (3.4654, 7.2452, 3.7675)
H (3.2318, -2.4316, 1.3140)
H (-2.9796, 3.8050, -2.9389)
H (1.8955, 1.5761, -1.1494)
H (-0.9736, -7.2519, 2.0873)
H (2.4690, -2.0113, 3.6886)
H (4.8319, 0.8636, 3.9007)
H (2.1974, -4.2406, 2.6951)
H (4.2531, 1.9258, -1.4395)
H (-3.2535, 3.5013, -4.6626)
H (0.9289, 2.2267, 3.6877)
H (-4.4430, 2.9515, -3.4678)
H (-2.8940, 3.7369, 1.0196)
H (-3.2531, 1.1707, -5.5581)
H (0.9133, 2.6675, -6.3907)
H (2.7226, 3.7958, -0.4184)
H (4.3952, 5.8379, 1.9821)
H (3.0926, 0.1037, -0.4436)
H (-3.9049, -3.0907, 3.3524)
H (-4.6261, -5.1985, 0.4166)
H (2.5980, -2.3672, -4.9875)
H (3.4284, 0.1493, 4.7051)
H (-4.1935, -2.4484, -2.6947)
H (-5.1233, -3.6346, -0.2226)
H (-3.0625, -6.0485, 1.5806)
H (4.4708, 3.3736, 2.1956)
H (1.0648, -3.1390, -6.7913)
H (-4.5694, -4.6332, 2.7965)
H (-1.4534, 2.2658, -5.8683)

Cartesian forces (eV/Å) of the 2 atoms listed first:
Tl -0.7 -0.1 -0.3
Br 0.1 0.1 0.0


2.
Here is a molecular structure, C52H54ClN6OTc from the OMol25 dataset. Energies are from wB97M-V/def2-TZVPD.

Computed properties:
* DFT total energy: -80500.9779 eV
* total charge: +1
* highest occupied orbital energy (spin up / spin down): -9.19 / -9.72 eV
* molecular weight: 912.50 g mol⁻¹
* multiplicity: 4
* orbital gap (spin up / spin down): 5.85 / 5.83 eV

CARTESIAN COORDINATES (ANGSTROEM)
Tc (0.1509, -0.0764, -0.1062)
Cl (1.4546, 5.1424, -4.6833)
O (-0.5247, 0.3589, -1.9375)
N (-0.0445, -0.7821, 1.9162)
N (0.7483, 1.6826, 1.1591)
N (-1.3790, -0.6325, 1.2297)
N (2.0318, 0.5659, -0.8214)
N (0.4223, -1.9178, -0.8208)
N (-0.6216, 1.8285, 0.5456)
C (1.8037, 1.6564, 4.7225)
C (-2.2963, 1.4859, 2.2086)
C (0.8539, 6.3837, 1.0583)
C (0.5214, 2.5894, -4.5871)
C (0.5094, -0.3174, 4.2503)
C (-0.1508, 1.4869, -2.5287)
C (4.9490, -0.0287, -3.0862)
C (2.7138, -0.1754, -1.7089)
C (0.9296, 1.3289, 2.5137)
C (2.4293, 2.9130, 0.0419)
C (-5.6227, 0.1058, 2.2872)
C (1.5223, -4.1099, -3.6216)
C (0.7923, -3.4477, -2.4988)
C (0.5869, 3.7856, -2.5154)
C (-0.3222, -2.2119, 2.2418)
C (-3.3074, -0.8558, 2.4803)
C (-0.0666, -1.6180, 4.6210)
C (1.1417, 5.2538, 2.0596)
C (-4.5381, -0.4375, 3.2252)
C (1.2427, -2.2022, -1.8457)
C (5.8680, -1.0555, -2.4105)
C (-1.1395, 3.8776, 4.6210)
C (0.0406, 1.4833, -3.9179)
C (1.6618, 2.0932, 3.4154)
C (2.7305, -4.9156, -3.1267)
C (0.4150, 0.1093, 2.9303)
C (-2.3763, 0.1113, 1.9504)
C (-2.9366, -2.1249, 2.1611)
C (-0.9277, -6.1997, -1.2200)
C (-1.6506, -2.1192, 1.3851)
C (0.4401, 3.9860, 1.6841)
C (-1.5360, 4.3597, 3.2197)
C (-1.3932, 2.3690, 1.6248)
C (-1.5748, -2.9474, 0.1336)
C (3.9802, 1.6926, -1.4680)
C (2.7562, 1.7861, -0.6445)
C (-1.2020, -5.0223, -2.1646)
C (-0.5843, -2.8847, -0.7766)
C (-3.6615, -3.3846, 2.5173)
C (4.5566, 3.8510, -2.6097)
C (-0.1347, 2.9108, -0.3706)
C (4.9942, 2.7821, -1.5972)
C (-0.4600, -2.4892, 3.7006)
C (-4.6405, -3.8851, 1.4326)
C (3.9394, 0.5272, -2.1318)
C (-0.3398, -3.8363, -1.8826)
C (1.2014, 0.4806, 5.1516)
C (2.3251, -1.4194, -2.2301)
C (0.8120, 3.7450, -3.8727)
C (-0.8045, 3.6150, 2.1314)
C (1.0736, 3.0260, 0.6498)
C (0.1095, 2.6689, -1.8305)
H (-5.4340, -4.4759, 1.8890)
H (5.2938, -1.9058, -2.0375)
H (5.5461, 0.7859, -3.4971)
H (-5.2606, 0.9667, 1.7233)
H (-0.1784, 0.5653, -4.4496)
H (-1.3478, 5.4298, 3.1257)
H (3.4326, -4.2789, -2.5845)
H (-0.1345, -1.8560, 5.6758)
H (-1.6020, -7.0279, -1.4372)
H (2.3820, 2.2497, 5.4188)
H (6.6182, -1.4289, -3.1075)
H (0.8408, -4.7685, -4.1611)
H (3.2603, -5.3719, -3.9627)
H (-2.3238, -3.7171, 0.0104)
H (-1.1131, 2.7861, 4.6696)
H (6.3819, -0.6030, -1.5612)
H (4.4507, 3.4171, -3.6052)
H (2.1310, 3.0142, 3.0967)
H (3.1089, 3.7548, 0.0032)
H (2.9419, -1.8138, -3.0263)
H (3.5894, 4.2798, -2.3414)
H (5.9445, 2.3502, -1.9129)
H (-2.9358, -4.1710, 2.7409)
H (-1.0445, -5.3429, -3.1947)
H (0.8460, 5.5672, 3.0618)
H (-2.2512, -4.7251, -2.0875)
H (5.1723, 3.2415, -0.6224)
H (0.4176, -2.8664, 1.7819)
H (0.7897, 4.7061, -1.9761)
H (0.6791, 2.5607, -5.6573)
H (-4.2692, 0.3280, 3.9579)
H (-4.1472, -4.5204, 0.6979)
H (-1.8493, 4.2374, 5.3666)
H (-0.1969, 6.6743, 1.0961)
H (-0.7892, 3.7713, -0.3010)
H (-1.0643, -5.9109, -0.1763)
H (0.0967, -6.5565, -1.3350)
H (-4.9303, -1.2804, 3.7924)
H (5.2893, 4.6564, -2.6629)
H (1.2944, 0.1598, 6.1821)
H (-0.8631, -3.4575, 3.9740)
H (-6.4996, 0.4160, 2.8551)
H (2.2196, 5.0720, 2.0882)
H (-2.9540, 1.8649, 2.9834)
H (-5.1021, -3.0504, 0.9043)
H (2.4110, -5.7093, -2.4497)
H (-5.9314, -0.6569, 1.5713)
H (1.4608, 7.2603, 1.2840)
H (1.8555, -3.3516, -4.3339)
H (1.0793, 6.0741, 0.0356)
H (4.4383, -0.4918, -3.9334)
H (-4.2207, -3.2103, 3.4362)
H (-2.6109, 4.2298, 3.0781)
H (-0.1483, 4.2402, 4.8984)

Cartesian forces (eV/Å) of the 2 atoms listed first:
Tc -0.1 0.2 -0.7
Cl 0.0 0.0 0.0


> What is the DFT total energy in the second record?

-80500.9779 eV